Molecular formula: C51H44Br2N6OPPt
Method: DFT, ωB97M-V/def2-TZVPD

The geometry in XYZ format:
```
106
Properties=species:S:1:pos:R:3:forces:R:3:mulliken_charge:R:1
Pt 0.219 1.125 -0.393 -2.1218 -2.5732 -0.9199 3.686
C -3.604 -2.344 1.762 -0.1330 -0.4030 0.0896 -1.068
N -2.917 -1.082 1.513 0.5439 0.2543 -0.3060 0.422
C -1.755 -0.931 0.835 -0.0028 -0.5108 -0.2674 -0.467
N -1.424 0.353 0.819 1.0243 0.2950 -1.4173 -0.048
C -2.380 1.059 1.495 -0.4239 0.2771 0.4585 -0.795
C -3.344 0.152 1.931 0.4160 0.5992 -0.1172 0.819
C -4.596 0.386 2.656 -0.3015 0.0026 0.1434 0.037
C -5.494 1.354 2.197 0.0853 -0.1684 -0.0874 0.241
C -6.669 1.602 2.880 -0.0881 0.0401 0.0270 -0.891
C -6.963 0.896 4.041 0.0839 -0.0086 -0.0320 -0.490
C -6.083 -0.072 4.502 -0.0828 -0.0103 0.0417 -0.899
C -4.911 -0.333 3.812 0.2193 0.0923 0.0137 -0.288
C -2.235 2.500 1.735 0.0267 0.0450 0.1114 0.944
C -1.455 3.272 0.873 0.0945 -0.1261 0.2963 -0.678
C -1.269 4.626 1.091 0.1979 0.2275 -0.0303 -1.879
C -1.858 5.236 2.190 -0.0540 -0.0424 -0.1068 -0.780
C -2.633 4.480 3.058 0.0354 -0.0105 0.0320 -0.933
C -2.824 3.126 2.835 0.0667 -0.1316 -0.0248 -0.406
P -0.772 -2.321 0.176 0.7608 0.1883 -0.0831 -0.542
C 0.820 -1.798 0.883 -0.1549 -0.2763 0.0507 -0.828
N 1.321 -0.563 0.963 0.2342 -0.0840 0.2738 0.180
C 2.481 -0.657 1.674 0.1736 -1.2275 0.0452 -1.091
C 2.702 -2.009 2.008 -0.1918 1.0355 -0.2755 0.387
N 1.647 -2.694 1.490 -0.2174 0.1917 0.1000 0.378
C 1.397 -4.119 1.658 -0.0572 -0.2511 0.0103 -1.126
C 3.745 -2.607 2.834 0.3946 -0.3070 0.4744 0.309
C 4.085 -1.997 4.051 -0.3180 -0.2112 -0.2527 -0.101
C 5.050 -2.556 4.865 0.1093 -0.1268 0.0410 -0.881
C 5.695 -3.725 4.480 -0.0489 -0.0017 -0.0977 -0.471
C 5.372 -4.333 3.273 0.1519 -0.0225 0.1873 -0.801
C 4.400 -3.785 2.456 -0.0453 0.3730 -0.1025 -0.329
C 3.326 0.450 2.111 0.2069 0.4707 0.0182 1.016
C 4.721 0.334 2.073 -0.2964 0.1165 -0.2354 -0.157
C 5.518 1.332 2.601 -0.0093 0.0139 -0.0278 -0.847
C 4.934 2.452 3.183 -0.0165 0.0595 -0.0179 -0.540
C 3.550 2.578 3.217 0.0631 0.1735 0.0018 -0.865
C 2.748 1.587 2.675 0.1106 -0.3090 -0.0149 -0.406
C -0.409 -1.718 -1.508 -0.5768 -0.5246 0.6879 -0.525
N 0.157 -0.555 -1.801 -0.4715 1.2498 0.9254 -0.891
C 0.264 -0.465 -3.161 -0.5007 -0.7920 -0.7619 -0.450
C -0.227 -1.680 -3.704 0.7681 1.4186 0.4930 0.816
N -0.645 -2.424 -2.647 0.1819 0.6295 0.7016 0.278
C -1.246 -3.750 -2.718 -0.1012 -0.3841 0.0517 -1.129
C -0.267 -2.098 -5.090 0.1213 -0.3034 -0.8515 0.208
C 0.877 -1.913 -5.888 -0.2778 -0.1950 0.4307 0.014
C 0.853 -2.264 -7.222 -0.0931 -0.0591 -0.2006 -0.908
C -0.309 -2.780 -7.788 -0.0734 0.0446 0.1643 -0.429
C -1.445 -2.966 -7.004 0.1124 -0.0523 -0.3220 -0.932
C -1.425 -2.643 -5.662 0.2242 0.3736 0.2573 -0.247
C 0.597 0.777 -3.831 -0.0153 0.5130 -0.2042 0.140
C 0.121 1.068 -5.121 -0.0446 -0.0790 0.3389 -0.439
C 0.417 2.277 -5.719 0.0083 0.0092 0.0264 -1.009
C 1.181 3.225 -5.049 0.1969 0.0414 0.2997 -0.776
C 1.632 2.967 -3.757 -0.1077 0.5589 -0.3346 -0.675
C 1.344 1.761 -3.157 -0.4077 -0.7627 0.2206 0.779
H -3.364 -3.053 0.975 -0.0033 0.0558 -0.0210 0.415
H -3.301 -2.766 2.719 0.0306 0.0569 -0.0212 0.355
H -4.677 -2.175 1.782 0.0269 0.0819 -0.0484 0.430
H -5.274 1.908 1.292 0.0073 0.0369 -0.0064 0.259
H -7.364 2.343 2.508 0.0196 0.0195 0.0069 0.471
H -7.873 1.105 4.587 -0.0207 -0.0181 -0.0220 0.442
H -6.309 -0.621 5.406 0.0166 -0.0051 -0.0031 0.432
H -4.215 -1.066 4.203 -0.0119 -0.0084 0.0079 0.477
H -1.015 2.800 -0.021 -0.1176 0.2651 -0.1396 1.318
H -0.672 5.215 0.407 0.0132 -0.0200 -0.0009 0.585
H -1.714 6.293 2.366 0.0013 0.0024 -0.0210 0.494
H -3.079 4.945 3.927 -0.0130 -0.0048 -0.0044 0.491
H -3.405 2.545 3.536 -0.0413 0.0061 0.0151 0.627
H 1.859 -4.458 2.582 0.0009 0.0569 -0.0094 0.480
H 0.327 -4.303 1.715 -0.0152 0.0317 0.0135 0.425
H 1.810 -4.693 0.829 0.0306 0.0525 0.0068 0.312
H 3.557 -1.107 4.368 0.0359 0.0594 -0.0024 0.506
H 5.296 -2.088 5.809 -0.0022 0.0059 0.0008 0.453
H 6.448 -4.164 5.121 0.0118 0.0060 -0.0109 0.434
H 5.889 -5.232 2.966 -0.0182 -0.0143 0.0016 0.425
H 4.186 -4.245 1.499 -0.0269 -0.0210 -0.0004 0.462
H 5.175 -0.528 1.602 0.0143 -0.0630 0.0693 0.582
H 6.594 1.229 2.564 0.0084 0.0443 0.0184 0.486
H 5.560 3.225 3.611 -0.0193 -0.0143 0.0332 0.451
H 3.097 3.442 3.687 0.0133 0.0042 -0.0101 0.432
H 1.668 1.659 2.731 -0.0469 0.0394 0.0485 0.590
H -0.861 -4.277 -3.588 0.0513 0.0772 0.0173 0.452
H -1.002 -4.317 -1.824 0.0557 0.0465 0.0041 0.411
H -2.329 -3.676 -2.802 0.0376 0.0546 -0.0187 0.364
H 1.780 -1.514 -5.444 0.0042 0.0182 -0.0049 0.501
H 1.740 -2.135 -7.828 -0.0024 0.0079 -0.0100 0.461
H -0.334 -3.028 -8.840 0.0059 -0.0369 0.0097 0.448
H -2.351 -3.355 -7.450 0.0082 -0.0303 -0.0007 0.435
H -2.324 -2.753 -5.070 -0.0249 -0.0350 -0.0042 0.450
H -0.511 0.361 -5.636 0.0422 -0.0591 -0.0535 0.667
H 0.047 2.487 -6.714 -0.0111 -0.0010 -0.0054 0.479
H 1.432 4.159 -5.532 0.0027 0.0038 0.0160 0.457
H 2.227 3.710 -3.245 0.0220 -0.0208 0.0468 0.374
H 1.825 1.497 -2.210 0.0974 -0.0506 0.0292 0.065
Br 4.238 1.963 -1.321 0.2540 0.1968 0.2326 -0.030
C 3.741 3.590 -0.422 0.2860 -0.4201 -0.2154 -0.711
Br 1.855 3.604 0.038 -0.3540 0.1856 0.0413 0.029
H 3.917 4.428 -1.085 -0.1010 0.0115 -0.0053 0.590
H 4.298 3.676 0.502 -0.0654 -0.0969 0.1128 0.387
C -3.298 2.314 -1.500 0.5131 1.1025 0.8183 -0.891
C -2.281 1.271 -1.795 -1.7338 -2.4550 -2.4480 0.860
O -2.365 0.319 -2.451 1.2605 1.8570 1.7724 -0.098
H -4.102 2.250 -2.234 0.2659 -0.3257 -0.2334 0.529
H -2.860 3.310 -1.494 0.0084 -0.0064 0.0317 0.335
H -3.696 2.116 -0.504 0.1044 -0.0198 0.0438 -0.037
```
Positions in Å, forces in eV/Å.

Molecular weight (u): 1142.8
Net charge: +3
LUMO (alpha / beta) (Eh): -0.403 / -0.401
Electronic energy (Eh): -7981.351796
Orbital gap (alpha / beta) (eV): 3.36 / 3.40



Molecular formula: C51H44BrP4PdS2
Method: DFT, ωB97M-V/def2-TZVPD

The geometry in XYZ format:
```
103
Properties=species:S:1:pos:R:3:forces:R:3:mulliken_charge:R:1
Pd 0.018 0.204 0.561 -0.7593 0.3383 0.4368 -0.269
S 0.042 -0.950 2.655 -0.0366 -0.0297 -0.1576 -0.681
P -1.969 -0.944 2.261 0.2418 -0.0464 0.3321 1.439
C -1.864 -0.509 0.668 0.0839 -0.1613 -0.3773 0.102
P -2.399 -0.119 -0.856 0.0164 0.3209 -0.4107 0.352
S -0.950 1.158 -1.566 -0.2713 -0.4596 0.4593 -0.782
C -4.036 0.647 -0.842 0.0704 -0.0212 -0.0548 0.475
C -4.310 1.790 -1.583 -0.0422 -0.0242 0.0206 -0.380
C -5.577 2.357 -1.528 0.0150 -0.0087 0.0017 -0.633
C -6.561 1.785 -0.736 0.0024 0.0324 -0.0234 -0.617
C -6.286 0.643 0.007 0.0184 -0.0490 0.0308 -0.676
C -5.025 0.073 -0.044 -0.0283 0.0422 -0.0407 0.147
C -2.525 -1.557 -1.946 -0.0327 -0.0228 0.1001 0.768
C -3.064 -2.716 -1.389 0.0460 -0.0231 -0.0733 -0.070
C -3.203 -3.855 -2.164 0.0052 0.0107 -0.0085 -0.771
C -2.793 -3.842 -3.492 -0.0095 -0.0406 0.0158 -0.541
C -2.248 -2.693 -4.044 0.0296 0.0796 -0.0202 -0.740
C -2.113 -1.545 -3.273 -0.0932 -0.0175 0.0097 -0.497
C -2.778 -2.519 2.563 -0.0883 0.0603 0.0408 0.742
C -4.072 -2.585 3.075 0.0411 -0.1140 -0.0270 -0.431
C -4.714 -3.814 3.160 -0.0162 0.0508 0.0101 -0.738
C -4.066 -4.966 2.740 0.0174 -0.0236 -0.0110 -0.574
C -2.773 -4.900 2.231 0.0035 0.0244 -0.0011 -0.669
C -2.130 -3.678 2.135 -0.0437 -0.0278 0.0426 -0.607
C -2.746 0.262 3.360 -0.0333 -0.0371 -0.0873 0.160
C -3.240 1.446 2.823 -0.0001 -0.0177 0.1186 -0.142
C -3.779 2.410 3.666 0.0068 -0.0076 -0.0182 -0.805
C -3.814 2.192 5.035 -0.0213 0.0374 -0.0224 -0.532
C -3.316 1.010 5.570 0.0400 -0.0886 0.0233 -0.723
C -2.783 0.041 4.735 -0.0470 0.0968 0.0017 -0.397
H -3.533 2.237 -2.190 -0.0014 0.0142 -0.0001 0.417
H -5.793 3.249 -2.102 -0.0013 -0.0043 0.0003 0.427
H -7.546 2.231 -0.693 0.0035 -0.0036 -0.0013 0.406
H -7.056 0.200 0.625 0.0060 0.0012 -0.0013 0.457
H -4.807 -0.815 0.541 -0.0132 -0.0018 0.0104 0.249
H -3.351 -2.732 -0.343 -0.0008 -0.0138 -0.0070 0.173
H -3.621 -4.755 -1.732 0.0012 0.0034 -0.0012 0.469
H -2.894 -4.735 -4.095 -0.0006 0.0054 -0.0002 0.405
H -1.926 -2.689 -5.077 -0.0024 -0.0028 0.0065 0.437
H -1.690 -0.642 -3.695 0.0184 -0.0113 -0.0198 0.430
H -4.574 -1.685 3.410 -0.0136 -0.0023 -0.0045 0.421
H -5.719 -3.871 3.558 0.0059 -0.0062 -0.0031 0.438
H -4.568 -5.922 2.813 0.0064 0.0029 0.0012 0.398
H -2.269 -5.802 1.909 -0.0080 -0.0013 0.0017 0.459
H -1.126 -3.608 1.732 0.0011 -0.0124 0.0002 0.367
H -3.194 1.602 1.752 -0.0095 0.0163 -0.0186 0.433
H -4.178 3.327 3.250 0.0034 -0.0031 0.0043 0.495
H -4.236 2.943 5.691 0.0015 -0.0029 -0.0063 0.413
H -3.345 0.844 6.639 -0.0029 0.0054 -0.0057 0.426
H -2.391 -0.881 5.149 0.0008 0.0051 0.0140 0.476
C 2.219 0.549 -1.792 0.2331 0.1739 -0.0469 -0.376
C 1.787 -0.914 -1.861 -0.1269 -0.3327 -0.1923 -0.609
P 3.068 -2.242 -2.054 -0.0269 -0.0722 -0.0440 -0.595
C 4.201 -1.364 -3.200 0.0296 -0.0161 0.0387 0.252
C 3.807 -1.398 -4.540 0.0498 -0.0020 -0.0161 -0.339
C 4.504 -0.688 -5.507 -0.0189 -0.0120 0.0175 -0.729
C 5.622 0.054 -5.151 -0.0106 -0.0041 -0.0290 -0.530
C 6.037 0.078 -3.828 0.0080 0.0004 0.0641 -0.903
C 5.330 -0.622 -2.857 -0.0136 0.0177 -0.0875 0.193
C 3.877 -2.211 -0.419 0.0724 -0.0617 -0.0380 0.538
C 3.119 -2.011 0.734 0.0531 -0.0662 0.0904 0.081
C 3.703 -2.080 1.992 -0.0323 -0.0222 -0.0338 -0.410
C 5.056 -2.354 2.118 0.0037 0.0009 0.0088 -0.693
C 5.814 -2.596 0.979 -0.0083 0.0126 -0.0410 -0.614
C 5.226 -2.543 -0.277 -0.0328 -0.0150 0.0789 -0.537
P 2.580 1.595 -0.352 0.3374 0.2651 -0.3362 1.552
C 2.872 3.228 -1.071 -0.0691 -0.0183 0.0990 0.705
C 2.873 4.344 -0.232 0.0273 -0.0187 -0.0087 -0.412
C 3.184 5.595 -0.737 -0.0015 -0.0197 -0.0029 -0.823
C 3.503 5.743 -2.079 -0.0070 -0.0307 0.0156 -0.571
C 3.525 4.633 -2.912 0.0173 0.0460 -0.0212 -0.845
C 3.220 3.378 -2.415 -0.0601 -0.0547 -0.0790 -0.331
C 1.593 1.864 1.141 0.3938 0.2652 -0.0754 -0.735
C 2.143 1.547 2.394 0.0015 -0.3220 0.0193 -0.387
C 1.582 2.040 3.554 -0.0390 0.0519 -0.0350 -1.061
C 0.484 2.888 3.485 0.0284 -0.0192 0.0015 -0.520
C -0.061 3.230 2.258 -0.2168 -0.0056 0.0181 -1.253
C 0.477 2.731 1.085 0.1722 -0.1329 -0.1231 1.193
H 1.530 1.170 -2.366 -0.1048 -0.0392 0.0697 0.956
H 3.191 0.634 -2.300 -0.0710 0.0071 -0.0251 -0.036
H 1.182 -0.980 -2.770 0.0546 -0.0381 -0.0402 0.589
H 1.093 -1.284 -1.107 -0.0137 0.3540 0.2710 -0.100
H 2.948 -1.996 -4.826 0.0031 0.0073 -0.0054 0.436
H 4.184 -0.728 -6.540 -0.0004 0.0024 0.0057 0.431
H 6.175 0.598 -5.905 -0.0013 -0.0056 0.0039 0.427
H 6.917 0.643 -3.545 -0.0040 -0.0020 -0.0062 0.434
H 5.665 -0.586 -1.830 0.0083 0.0013 -0.0145 0.460
H 2.056 -1.810 0.682 -0.0508 0.0041 -0.0356 0.130
H 3.087 -1.928 2.870 -0.0039 -0.0069 0.0112 0.460
H 5.515 -2.406 3.097 0.0000 0.0031 -0.0035 0.434
H 6.864 -2.842 1.068 -0.0043 -0.0007 0.0036 0.419
H 5.824 -2.767 -1.151 0.0144 0.0029 -0.0072 0.564
H 2.646 4.242 0.820 -0.0418 -0.0182 0.0441 0.360
H 3.180 6.454 -0.079 -0.0005 -0.0025 -0.0047 0.448
H 3.743 6.721 -2.474 0.0003 -0.0032 -0.0028 0.409
H 3.785 4.742 -3.957 -0.0008 -0.0029 0.0038 0.452
H 3.262 2.532 -3.088 -0.0078 0.0454 0.0347 0.397
H 2.980 0.866 2.464 0.0572 0.0550 -0.0361 0.169
H 2.001 1.761 4.511 -0.0020 -0.0118 -0.0009 0.420
H 0.047 3.282 4.394 -0.0003 -0.0059 0.0025 0.441
H -0.923 3.882 2.205 0.0170 0.0025 0.0098 0.501
H 0.052 3.018 0.134 0.0462 0.0859 -0.0215 0.666
Br 4.545 0.984 0.306 0.2334 0.0968 0.2218 -0.212
```
Positions in Å, forces in eV/Å.

ΔE to the lowest compared entry with this formula, charge and spin (kcal/mol): 25.2
Molecular weight (u): 1031.3
Net charge: +1
LUMO (Eh): -0.115
Electronic energy (Eh): -6833.378341
Orbital gap (eV): 6.53